A cluster of 9 separate species, C17H44IN10O18 in total. Source: the OMol25 dataset; level of theory: ωB97M-V/def2-TZVPD.

Output
frontier orbital gap = 8.9 eV
largest force on an atom = 0.01830 hartree/bohr
total energy = -2872.65077 Ha
net charge = +1
2S+1 = 1

CARTESIAN COORDINATES (ANGSTROEM)
C (4.0933, 2.8881, -0.2480)
C (2.7829, 3.6679, -0.1714)
C (1.7033, 3.0357, -1.0923)
I (1.6690, 4.0700, -2.9680)
C (0.3816, 2.9740, -0.3276)
C (-0.3529, 4.2758, -0.0712)
N (-1.6424, 4.0473, 0.5864)
C (-1.8791, 2.7098, 1.0669)
C (-1.6925, 1.6026, 0.0132)
C (-1.5185, 0.2003, 0.6202)
C (-0.1026, -0.2642, 0.9952)
O (0.4641, -1.1914, 0.0695)
N (-0.5854, 1.9950, -0.9441)
O (-1.1690, 2.5646, -2.1001)
H (3.8970, 1.8164, -0.2968)
H (4.6853, 3.1571, -1.1229)
H (4.6973, 3.0762, 0.6384)
H (2.4071, 3.7150, 0.8501)
H (2.9516, 4.7003, -0.4746)
H (2.0202, 2.0042, -1.2661)
H (0.6409, 2.5402, 0.6423)
H (-0.5013, 4.8375, -0.9932)
H (0.2906, 4.8870, 0.5695)
H (-2.4294, 4.4069, 0.0637)
H (-2.9287, 2.6274, 1.3399)
H (-1.2934, 2.4955, 1.9685)
H (-2.5885, 1.5999, -0.6047)
H (-1.9896, -0.5462, -0.0210)
H (-2.1156, 0.2240, 1.5346)
H (0.5853, 0.5640, 1.1917)
H (-0.1671, -0.8299, 1.9222)
H (0.4418, -0.8576, -0.8304)
H (-0.0490, 1.1781, -1.2382)
H (-0.8261, 2.0922, -2.8727)
C (0.7561, 8.0525, -0.5699)
N (2.0186, 7.7051, 0.1377)
O (2.0219, 6.6878, 0.8088)
O (2.9590, 8.4455, -0.0144)
H (0.0230, 7.2924, -0.3263)
H (0.4389, 9.0325, -0.2270)
H (0.9742, 8.0695, -1.6336)
C (2.5825, 2.8496, 3.7278)
N (3.2000, 1.7470, 2.9429)
O (4.3075, 1.3740, 3.2334)
O (2.5360, 1.2913, 2.0198)
H (3.2777, 3.1492, 4.5024)
H (2.3772, 3.6641, 3.0421)
H (1.6612, 2.4672, 4.1520)
C (-6.7416, 3.4447, -0.7792)
N (-5.4465, 3.3402, -0.0551)
O (-5.2541, 2.3622, 0.6365)
O (-4.6539, 4.2519, -0.2039)
H (-7.3317, 2.5669, -0.5465)
H (-7.2249, 4.3564, -0.4408)
H (-6.5127, 3.5095, -1.8387)
C (2.1610, -4.2010, -0.1681)
N (1.7746, -5.5067, -0.7627)
O (1.4478, -5.5241, -1.9334)
O (1.8121, -6.4794, -0.0410)
H (2.0834, -3.4439, -0.9374)
H (1.4838, -3.9982, 0.6556)
H (3.1826, -4.2976, 0.1877)
C (-1.3623, 5.6733, 4.6157)
N (-0.0344, 5.0954, 4.2733)
O (0.3299, 5.1546, 3.1143)
O (0.6042, 4.5939, 5.1741)
H (-1.8000, 6.0714, 3.7078)
H (-1.9623, 4.8730, 5.0387)
H (-1.1937, 6.4486, 5.3572)
C (-0.8375, -7.5987, -2.7868)
N (-1.2720, -8.9053, -3.3497)
O (-1.6222, -8.9377, -4.5078)
O (-1.2576, -9.8602, -2.5968)
H (-0.9113, -6.8519, -3.5676)
H (-1.5003, -7.3765, -1.9553)
H (0.1833, -7.7061, -2.4366)
C (4.8351, -7.5106, -2.4319)
N (5.5908, -6.3367, -1.9129)
O (6.6203, -6.5415, -1.3134)
O (5.1133, -5.2383, -2.1291)
H (5.3785, -8.4087, -2.1650)
H (3.8490, -7.4884, -1.9761)
H (4.7571, -7.3926, -3.5083)
C (-4.2370, -10.4264, -1.0053)
N (-5.4175, -9.5280, -0.8866)
O (-5.4030, -8.4903, -1.5186)
O (-6.3134, -9.8872, -0.1550)
H (-3.5304, -9.9769, -1.6909)
H (-3.8139, -10.5346, -0.0112)
H (-4.5864, -11.3858, -1.3739)

Atomic forces in eV per Å
0.0 0.0 0.1
0.1 0.1 -0.6
0.0 0.2 0.9
0.0 -0.2 -0.1
0.2 0.4 -0.2
-0.2 0.3 0.3
0.1 0.0 -0.1
-0.1 0.0 -0.1
-0.4 -0.2 0.3
0.1 0.2 0.0
-0.1 -0.2 0.0
0.0 0.1 0.0
0.1 0.1 -0.2
-0.3 -0.1 0.1
0.1 0.0 0.2
-0.1 0.1 0.0
0.1 0.0 -0.1
0.0 -0.1 0.0
-0.1 0.0 0.2
0.0 0.0 -0.4
-0.1 -0.2 -0.1
0.0 -0.1 -0.1
0.1 -0.1 0.0
0.1 -0.1 0.0
0.0 0.1 0.2
0.1 0.0 -0.1
0.1 0.1 -0.2
0.1 -0.1 0.0
-0.1 0.0 0.0
-0.1 -0.1 -0.1
0.1 0.0 0.0
0.0 0.0 -0.1
-0.1 -0.1 0.1
0.2 0.1 -0.1
-0.1 -0.1 0.0
0.0 0.0 -0.1
0.0 0.0 0.0
0.0 0.0 0.0
0.0 0.0 0.0
0.1 0.0 0.0
0.0 0.1 0.0
0.2 -0.1 0.1
0.1 0.1 0.0
0.0 0.0 0.0
-0.2 0.0 0.0
0.0 0.0 0.0
-0.1 0.0 0.0
-0.1 0.0 0.0
-0.1 -0.1 0.0
-0.1 0.0 0.0
0.1 0.0 -0.1
0.0 -0.1 0.0
0.0 0.0 0.0
0.0 0.0 0.0
0.0 0.1 0.0
0.1 0.2 0.0
0.0 0.0 0.0
0.0 0.0 0.0
0.0 -0.1 0.0
0.0 0.0 0.0
0.0 -0.1 0.0
0.0 0.0 0.0
0.0 0.1 -0.1
0.0 0.0 0.0
0.0 0.0 0.0
-0.1 0.0 0.0
0.0 0.0 0.0
0.0 0.0 0.0
0.0 0.0 0.0
0.0 0.1 -0.1
-0.1 0.0 0.0
0.0 0.0 0.0
0.0 0.0 0.1
0.0 0.0 0.0
0.0 0.0 0.0
0.0 0.0 0.1
0.0 -0.1 0.0
0.0 0.0 0.0
0.0 0.0 0.0
-0.1 0.0 0.1
0.0 0.0 0.0
0.0 0.0 0.0
0.0 0.0 0.0
0.1 0.0 -0.1
0.0 0.0 0.0
0.0 0.0 0.0
0.0 0.0 0.0
0.0 0.0 0.0
0.0 0.0 0.0
-0.1 0.0 0.1